1.
{"formula": "C6H14O2", "method": "ωB97M-V with the def2-TZVPD basis set", "total_charge": 0, "largest_force_ev_per_a": 6.28, "relative_energy_kcal_mol": 102.3, "smiles": "C=CC=C(C)C.O.O", "species": ["C", "C", "C", "C", "C", "C", "H", "H", "H", "H", "H", "H", "H", "H", "H", "H", "H", "H", "O", "H", "H", "O"], "positions_angstrom": [[-0.23, 0.71, -0.70], [0.73, 1.27, 0.38], [1.56, 0.27, 0.80], [2.05, -0.90, 0.26], [1.26, -1.90, -0.21], [0.89, 2.64, 1.11], [-0.50, 1.47, -1.52], [-0.91, -0.05, -0.63], [0.40, 0.13, -1.42], [2.31, 0.49, 1.45], [3.12, -1.18, 0.13], [0.28, -2.17, -0.11], [1.86, -2.75, -0.71], [0.53, 2.57, 2.11], [0.33, 3.37, 0.49], [1.96, 2.94, 0.98], [-1.49, -1.93, -2.78], [-2.58, -2.25, -1.82], [-1.66, -2.43, -2.05], [-2.95, 0.56, 1.53], [-3.52, -0.66, 0.96], [-3.42, -0.18, 1.74]]}

=====

2.
{"formula": "F2LiP", "method": "ωB97M-V with the def2-TZVPD basis set", "total_charge": 0, "largest_force_ev_per_a": 1.38, "total_energy_ha": -548.5914, "species": ["F", "P", "F", "Li"], "positions_angstrom": [[-1.62, 0.82, 0.87], [-1.27, -0.70, 0.38], [1.51, 0.29, -1.40], [1.39, -0.40, 0.15]]}

=====

3.
{"formula": "C47H55AsBr2N2O5P2Si2Y", "method": "ωB97M-V with the def2-TZVPD basis set", "total_charge": -1, "largest_force_ev_per_a": 3.07, "total_energy_ha": -10993.7986, "species": ["Y", "O", "C", "O", "C", "C", "C", "C", "C", "O", "C", "C", "O", "O", "H", "H", "H", "H", "H", "H", "H", "H", "Br", "C", "Br", "H", "H", "C", "N", "P", "C", "C", "C", "C", "C", "C", "C", "C", "C", "C", "C", "C", "P", "C", "C", "C", "C", "C", "C", "C", "C", "C", "C", "C", "C", "H", "H", "H", "H", "H", "H", "H", "H", "H", "H", "H", "H", "H", "H", "H", "H", "H", "H", "H", "H", "H", "H", "H", "N", "C", "C", "C", "C", "C", "C", "C", "H", "H", "H", "H", "C", "Si", "C", "C", "As", "Si", "C", "C", "C", "H", "H", "H", "H", "H", "H", "H", "H", "H", "H", "H", "H", "H", "H", "H", "H", "H", "H"], "positions_angstrom": [[0.96, -0.59, -0.03], [-2.12, -2.36, -2.66], [-1.60, -2.22, -1.56], [-0.97, -1.18, -1.15], [-1.74, -3.32, -0.51], [-1.87, -2.71, 0.89], [-2.25, -3.79, 1.92], [-0.90, -4.53, 2.11], [-0.02, -3.80, 1.10], [-0.50, -2.44, 1.24], [-0.44, -4.18, -0.33], [0.62, -3.85, -1.37], [0.80, -4.61, -2.32], [1.26, -2.77, -1.12], [-2.60, -3.93, -0.79], [-2.45, -1.80, 0.95], [-3.04, -4.44, 1.53], [-2.61, -3.34, 2.84], [-0.95, -5.60, 1.92], [-0.51, -4.38, 3.12], [1.05, -3.83, 1.29], [-0.66, -5.25, -0.40], [3.85, 1.43, -1.63], [3.75, 0.29, -3.18], [2.63, -1.22, -2.73], [4.74, -0.06, -3.41], [3.31, 0.85, -3.99], [-1.01, 3.56, 0.33], [-1.46, 2.61, -0.73], [-0.08, 2.22, -1.77], [0.39, 3.95, -2.20], [-0.56, 4.96, -2.31], [-0.19, 6.25, -2.68], [1.14, 6.54, -2.95], [2.10, 5.55, -2.83], [1.72, 4.26, -2.46], [-0.78, 1.72, -3.42], [-0.73, 0.37, -3.76], [-1.18, -0.09, -4.99], [-1.67, 0.81, -5.92], [-1.72, 2.17, -5.61], [-1.28, 2.61, -4.38], [-2.22, 1.15, -0.07], [-3.50, 0.83, -1.35], [-4.28, -0.32, -1.19], [-5.30, -0.62, -2.08], [-5.55, 0.23, -3.16], [-4.79, 1.38, -3.32], [-3.77, 1.68, -2.42], [-3.41, 1.90, 1.13], [-4.14, 3.06, 0.86], [-5.06, 3.54, 1.78], [-5.28, 2.86, 2.98], [-4.57, 1.70, 3.25], [-3.64, 1.23, 2.33], [-1.28, 4.58, 0.06], [0.07, 3.53, 0.50], [-1.49, 3.34, 1.28], [-1.60, 4.74, -2.10], [-0.94, 7.02, -2.76], [1.43, 7.55, -3.23], [3.14, 5.77, -3.03], [2.48, 3.49, -2.37], [-0.38, -0.36, -3.04], [-1.16, -1.15, -5.20], [-2.03, 0.46, -6.88], [-2.09, 2.88, -6.33], [-1.33, 3.67, -4.17], [-4.08, -1.00, -0.37], [-5.88, -1.52, -1.95], [-6.33, -0.01, -3.87], [-4.97, 2.04, -4.15], [-3.19, 2.58, -2.54], [-3.99, 3.59, -0.08], [-5.62, 4.45, 1.57], [-6.00, 3.24, 3.69], [-4.73, 1.17, 4.18], [-3.08, 0.33, 2.54], [1.75, 4.59, 5.75], [1.62, 3.87, 4.87], [1.44, 2.97, 3.75], [2.50, 2.71, 2.88], [2.31, 1.84, 1.81], [1.09, 1.19, 1.54], [0.07, 1.47, 2.47], [0.22, 2.34, 3.54], [3.46, 3.18, 3.05], [3.17, 1.65, 1.18], [-0.89, 0.98, 2.37], [-0.61, 2.52, 4.23], [3.10, -3.62, 3.86], [2.97, -1.84, 3.25], [1.34, -1.26, 4.00], [4.28, -0.88, 4.20], [3.35, -1.49, 0.97], [4.12, -3.61, 0.37], [5.78, -3.78, 1.26], [3.16, -5.19, 0.72], [4.56, -3.74, -1.45], [3.22, -3.60, 4.95], [3.96, -4.15, 3.44], [2.20, -4.20, 3.62], [1.19, -1.78, 4.95], [0.47, -1.47, 3.37], [1.37, -0.18, 4.19], [4.18, -1.01, 5.29], [4.19, 0.19, 3.98], [5.28, -1.19, 3.89], [5.66, -3.78, 2.35], [6.41, -2.93, 1.01], [6.30, -4.70, 0.97], [2.79, -5.26, 1.74], [3.84, -6.03, 0.54], [2.32, -5.29, 0.03], [5.05, -2.84, -1.82], [3.67, -3.93, -2.05], [5.25, -4.59, -1.57]]}